# C6H6

C6H6 in the gas phase (ωB97M-V with the def2-TZVPD basis set, OMol25).

Structure (XYZ):
```
12
Properties=species:S:1:pos:R:3:lowdin_charge:R:1
C 0.205 -1.320 0.672 -0.05
C 1.298 -0.496 0.615 -0.04
C 0.826 0.803 0.096 -0.14
C -0.488 0.745 -0.190 -0.15
C -0.971 -0.695 -0.085 -0.13
C 0.339 1.577 -1.128 -0.07
H 0.012 -2.312 1.031 0.09
H 2.263 -0.548 1.089 0.08
H -0.877 -1.048 -1.037 0.08
H -2.004 -1.058 0.115 0.12
H 0.160 2.694 -1.132 0.08
H 0.664 1.307 -2.233 0.12
```

The calculation puts the HOMO energy at -0.3211 Eh. The LUMO energy is 0.771 eV. Its net charge is 0. As for the SMILES: C1=CC2=C(C1)C2. The value obtained for the energy is -6314.3216 eV. For the HOMO-LUMO gap, the calculation gives 0.349 hartree. The relative energy (zero: lowest compared OMol25 entry of this formula, charge and spin) is 4.879 eV.

=====

# C6H6

C6H6 in the gas phase (ωB97M-V with the def2-TZVPD basis set, OMol25).

Structure (XYZ):
```
12
Properties=species:S:1:pos:R:3:lowdin_charge:R:1
C 0.985 0.952 -0.649 -0.24
C 2.025 1.489 -1.175 0.15
C 0.647 -0.795 1.204 0.04
C 0.588 -1.522 0.128 0.05
C 0.136 -0.083 -0.021 -0.47
C -1.350 0.219 -0.130 -0.06
H 0.534 1.984 -0.741 0.10
H 0.875 -0.687 2.237 0.10
H 0.742 -2.438 -0.388 0.10
H -1.934 -0.637 0.204 0.08
H -1.630 0.443 -1.159 0.08
H -1.617 1.075 0.490 0.08
```

The calculation puts the HOMO energy at -0.3549 Eh. The LUMO energy is 0.682 eV. Its net charge is 0. The value obtained for the energy is -6312.7836 eV. For the HOMO-LUMO gap, the calculation gives 0.380 hartree. The relative energy (zero: lowest compared OMol25 entry of this formula, charge and spin) is 6.417 eV.

=====

# C6H6

C6H6 in the gas phase (ωB97M-V with the def2-TZVPD basis set, OMol25).

Structure (XYZ):
```
12
Properties=species:S:1:pos:R:3:lowdin_charge:R:1
C 0.597 1.150 2.700 0.11
C 0.742 0.262 1.897 -0.15
C 0.921 -0.723 0.874 -0.14
C -0.067 -1.064 0.075 -0.05
C -0.898 -0.952 -0.923 -0.13
C -0.576 0.287 -1.756 -0.10
H 0.465 1.929 3.417 0.02
H 1.923 -1.093 0.674 0.11
H -1.717 -1.636 -1.137 0.10
H -0.628 1.159 -1.096 0.08
H -1.218 0.476 -2.617 0.07
H 0.456 0.204 -2.109 0.08
```

The calculation puts the HOMO energy at -0.3323 Eh. The LUMO energy is 0.984 eV. Its net charge is 0. As for the SMILES: C#CC=C=CC. The value obtained for the energy is -6315.2523 eV. For the HOMO-LUMO gap, the calculation gives 0.368 hartree. The relative energy (zero: lowest compared OMol25 entry of this formula, charge and spin) is 3.948 eV.

=====

# C6H6

C6H6 in the gas phase (ωB97M-V with the def2-TZVPD basis set, OMol25).

Structure (XYZ):
```
12
Properties=species:S:1:pos:R:3:lowdin_charge:R:1
C 0.270 2.876 0.604 0.11
C -0.161 1.753 0.622 -0.14
C -0.745 0.407 0.620 -0.16
C 0.074 -0.627 -0.065 -0.23
C 1.181 -1.150 -0.477 0.01
C -0.073 -1.887 -0.858 -0.12
H 0.648 3.875 0.582 0.02
H -1.722 0.443 0.125 0.12
H -0.940 0.084 1.651 0.13
H 2.257 -1.127 -0.564 0.10
H -0.447 -1.826 -1.886 0.08
H -0.342 -2.821 -0.355 0.08
```

The calculation puts the HOMO energy at -0.3409 Eh. The LUMO energy is 1.042 eV. Its net charge is 0. As for the SMILES: C#CCC1=CC1. The value obtained for the energy is -6314.6984 eV. For the HOMO-LUMO gap, the calculation gives 0.379 hartree. The relative energy (zero: lowest compared OMol25 entry of this formula, charge and spin) is 4.502 eV.

=====

# C6H6

C6H6 in the gas phase (ωB97M-V with the def2-TZVPD basis set, OMol25).

Structure (XYZ):
```
12
Properties=species:S:1:pos:R:3:lowdin_charge:R:1
C 1.709 -2.348 -1.734 0.10
C 0.869 -1.779 -1.086 -0.16
C -0.118 -1.132 -0.236 -0.12
C 0.171 0.108 0.203 -0.15
C -0.819 0.904 0.856 -0.21
C -0.822 2.261 1.067 0.01
H 2.441 -2.911 -2.280 0.03
H -1.121 -1.609 -0.173 0.12
H 1.217 0.494 0.024 0.14
H -1.713 0.317 1.178 0.11
H -1.732 2.739 1.509 0.06
H -0.082 2.956 0.672 0.05
```

The calculation puts the HOMO energy at -0.3140 Eh. The LUMO energy is 0.247 eV. Its net charge is 0. As for the SMILES: C#C/C=C/C=C. The value obtained for the energy is -6315.9081 eV. For the HOMO-LUMO gap, the calculation gives 0.323 hartree. The relative energy (zero: lowest compared OMol25 entry of this formula, charge and spin) is 3.292 eV.

=====

# C6H6BrClO

C6H6BrClO in the gas phase (ωB97M-V with the def2-TZVPD basis set, OMol25).

Structure (XYZ):
```
15
Properties=species:S:1:pos:R:3:lowdin_charge:R:1
C -1.646 -0.181 -0.505 -0.06
C -1.195 1.180 -0.212 -0.06
C -0.752 -1.168 -0.602 -0.12
C 0.031 1.353 0.308 -0.08
C 0.697 -0.899 -0.657 -0.61
C 1.042 0.220 0.317 -0.82
O 1.121 -0.275 1.602 -0.05
Cl 1.468 -2.435 -0.048 0.66
Br 2.820 1.038 -0.341 0.62
H -2.778 -0.227 -0.407 0.13
H -2.025 1.814 -0.308 0.08
H -0.894 -2.178 -0.563 0.06
H 0.243 2.212 0.744 0.06
H 1.011 -0.765 -1.613 0.07
H 0.857 0.310 2.285 0.10
```

As for the multiplicity: 3. The calculation puts the HOMO energy (alpha / beta) at -0.2285 / -0.3735 Eh. The LUMO energy (alpha / beta) is 0.691 / -2.783 eV. Its net charge is 0. The value obtained for the energy is -90926.6265 eV. For the HOMO-LUMO gap (alpha / beta), the calculation gives 0.254 / 0.271 hartree. Its expectation value of S² is 2.01.

=====

| no. | molar mass (g/mol) |
| --- | --- |
| 1 | 78.11 |
| 2 | 78.11 |
| 3 | 78.11 |
| 4 | 78.11 |
| 5 | 78.11 |
| 6 | 209.47 |